Molecular formula: C78H58FN2O15P3Si
Method: DFT, wB97M-V/def2-TZVPD

Results
E_LUMO, eV: -1.6
Total energy, eV: -153982.469
Molecular weight, g/mol: 1403.33
Relative energy (zero: lowest compared OMol25 entry of this formula, charge and spin), kcal per mole: 0.00
Structure (SMILES): CP(O)c1c(P(O)O)cc(F)c2c1C(=O)c1c([PH2]=N)c([Si](C)(C)C)c(N=C=O)c(CCCO)c1C2=O.O=C1c2ccccc2C(=O)c2ccccc21.O=C1c2ccccc2C(=O)c2ccccc21.O=C1c2ccccc2C(=O)c2ccccc21.O=C1c2ccccc2C(=O)c2ccccc21
Kohn-Sham gap, eV: 6.49

The geometry in ORCA input format:
```
! RIJCOSX wB97M-V def2-TZVPD def2/J DEFGRID3
* xyz 0 1
C -2.81007 4.71082 -2.24545
P -1.01734 4.16723 -2.21240
O -0.80569 3.01647 -1.01102
C -0.73946 3.44444 -3.91379
C 0.39056 3.94543 -4.64166
P 1.61954 5.19922 -3.99259
O 2.50456 5.79600 -5.27186
O 0.87262 6.43768 -3.19043
C 0.66702 3.49033 -5.95829
C -0.15211 2.52786 -6.53999
F 0.13073 2.10830 -7.77835
C -1.22803 2.01192 -5.81330
C -1.56815 2.44523 -4.51205
C -2.78225 1.78924 -3.81209
O -2.71991 1.62970 -2.61942
C -3.93588 1.34544 -4.71028
C -5.29552 1.30411 -4.29911
P -5.68020 1.88006 -2.58531
N -5.72566 3.47065 -2.62130
C -6.29070 0.82927 -5.23149
Si -8.11676 0.71351 -4.66326
C -8.76261 2.28106 -3.79808
C -8.17346 -0.70903 -3.37632
C -9.36651 0.24395 -5.99911
C -5.87610 0.46489 -6.53065
N -6.81451 -0.02394 -7.53391
C -7.28665 0.90810 -8.19770
O -7.61718 1.63443 -9.06273
C -4.51288 0.50130 -6.95794
C -4.16672 0.08138 -8.39944
C -3.96584 -1.48990 -8.36326
C -2.75682 -1.96411 -9.24663
O -1.74745 -2.62444 -8.51809
C -3.56700 0.92635 -6.01418
C -2.10566 0.92696 -6.43042
O -1.60049 0.11727 -7.17347
H -2.98388 5.01570 -3.29978
H -2.88286 5.63464 -1.64996
H -3.51959 3.92740 -1.94759
H -0.09570 2.39807 -1.23848
H 2.10457 6.61562 -5.61661
H -0.05257 6.55722 -3.45716
H 1.51690 3.90448 -6.51173
H -4.73871 1.38982 -1.63981
H -6.94224 1.44497 -2.12534
H -5.51902 3.77124 -3.57224
H -8.17305 3.15976 -4.10745
H -9.80540 2.42585 -4.15281
H -8.82819 2.15092 -2.70621
H -7.47237 -1.47902 -3.77254
H -9.16610 -1.18862 -3.35077
H -7.79246 -0.40906 -2.38872
H -9.01221 -0.69486 -6.47107
H -9.56507 1.02534 -6.75246
H -10.30456 -0.03551 -5.47651
H -5.01357 0.27682 -9.07253
H -3.23960 0.58079 -8.72183
H -3.69149 -1.72938 -7.31357
H -4.90283 -2.03288 -8.56910
H -3.15718 -2.58044 -10.06926
H -2.32205 -1.05406 -9.71782
H -1.71739 -2.30872 -7.60824
O -0.38120 4.18238 3.47186
C 0.82046 4.18176 3.67217
C 1.37690 3.85642 5.01272
C 0.51654 3.52818 6.05282
C 1.02779 3.18401 7.29405
C 2.40303 3.16462 7.50148
C 3.26592 3.50782 6.47259
C 2.75757 3.86107 5.22831
C 3.69183 4.24287 4.13968
O 4.89268 4.29211 4.33842
C 3.13888 4.55210 2.80004
C 4.00360 4.88276 1.76095
C 3.50080 5.13682 0.49453
C 2.13256 5.06062 0.26067
C 1.26568 4.74853 1.29741
C 1.76290 4.50005 2.57007
H -0.55132 3.53684 5.89402
H 0.35401 2.92449 8.10122
H 2.80142 2.88323 8.46826
H 4.33556 3.49706 6.63776
H 5.07004 4.93639 1.93815
H 4.17565 5.38825 -0.31438
H 1.74114 5.24759 -0.73287
H 0.20101 4.69461 1.10951
O 5.73347 -2.93461 1.82989
C 5.09037 -2.05344 1.29172
C 5.15976 -0.65333 1.78041
C 5.98699 -0.34228 2.85406
C 6.08839 0.96873 3.29412
C 5.36630 1.97949 2.66410
C 4.52622 1.66713 1.60155
C 4.41538 0.35359 1.16176
C 3.49732 0.03519 0.03665
O 2.80712 0.90094 -0.46704
C 3.44405 -1.36373 -0.46555
C 2.61884 -1.67423 -1.54041
C 2.58592 -2.96739 -2.03750
C 3.37820 -3.95668 -1.46286
C 4.19183 -3.65524 -0.38247
C 4.22425 -2.36017 0.12346
H 6.55496 -1.12271 3.34410
H 6.73643 1.20795 4.12842
H 5.46122 3.01329 3.01255
H 3.95959 2.44673 1.11338
H 2.00533 -0.90561 -1.99232
H 1.94536 -3.20616 -2.87746
H 3.35837 -4.96454 -1.85858
H 4.80502 -4.42817 0.06438
O 9.72034 -5.40086 3.38086
C 9.24430 -6.50695 3.22320
C 7.78071 -6.68447 3.03103
C 6.95312 -5.56747 3.01086
C 5.59315 -5.71783 2.79398
C 5.05392 -6.98574 2.59477
C 5.87212 -8.10435 2.63069
C 7.23579 -7.95946 2.85459
C 8.09980 -9.16712 2.90871
O 7.61940 -10.27875 2.80922
C 9.56620 -8.98816 3.08043
C 10.39341 -10.10559 3.09729
C 11.76419 -9.95010 3.22388
C 12.31518 -8.67677 3.33376
C 11.49349 -7.56120 3.33144
C 10.11664 -7.71198 3.21010
H 7.36913 -4.58003 3.15945
H 4.95309 -4.84816 2.77420
H 3.99212 -7.10034 2.41294
H 5.44927 -9.08942 2.48051
H 9.96739 -11.09646 3.00726
H 12.40722 -10.82149 3.23296
H 13.38775 -8.55653 3.42330
H 11.92467 -6.57241 3.42029
O -5.80389 -1.55413 4.49342
C -5.40916 -0.62026 5.16321
C -6.05471 -0.29475 6.46352
C -7.10478 -1.08229 6.92186
C -7.68792 -0.81212 8.14929
C -7.22384 0.24559 8.92562
C -6.18898 1.04356 8.46534
C -5.60494 0.78080 7.23141
C -4.50680 1.65552 6.74033
O -4.15206 2.62304 7.38452
C -3.84883 1.31816 5.45156
C -2.79699 2.10466 4.99542
C -2.15145 1.78338 3.81203
C -2.55816 0.67116 3.07904
C -3.61550 -0.10818 3.52178
C -4.26825 0.21412 4.70601
H -7.46376 -1.90868 6.32221
H -8.50290 -1.42937 8.50659
H -7.67266 0.44772 9.89024
H -5.83303 1.86887 9.06835
H -2.48041 2.96592 5.56674
H -1.33041 2.39516 3.45970
H -2.04810 0.41500 2.15843
H -3.92982 -0.96986 2.94682
*
```



Molecular formula: C78H68FN8O7ReS5
Method: DFT, wB97M-V/def2-TZVPD

Results
E_LUMO (spin up / spin down), eV: -8.3 / -7.9
Total energy, eV: -167242.435
Molecular weight, g/mol: 1594.99
Kohn-Sham gap (spin up / spin down), eV: 5.40 / 5.77
<S²>: 0.754

The geometry in ORCA input format:
```
! RIJCOSX wB97M-V def2-TZVPD def2/J DEFGRID3
* xyz 3 2
Re 0.15590 -0.53757 0.79689
C -8.82369 -4.36566 -3.83682
C -7.49515 -3.84396 -3.38018
C -6.41214 -4.71165 -3.22249
C -5.19672 -4.25718 -2.74467
C -5.05845 -2.91286 -2.43616
C -6.11746 -2.02866 -2.57949
C -7.32838 -2.49698 -3.06123
S -3.54973 -2.28807 -1.69857
O -3.14257 -3.34050 -0.70605
C -2.41470 -2.54162 -3.07802
C -1.68737 -3.73994 -3.17756
C -0.76477 -3.87962 -4.17231
C -0.50154 -2.83436 -5.08761
C 0.49650 -2.95259 -6.08254
C 0.72566 -1.93003 -6.96096
C -0.02516 -0.74058 -6.88216
C -0.98895 -0.59118 -5.92316
C -1.25388 -1.63367 -5.00487
C -2.22189 -1.50679 -3.97177
C -3.00830 -0.25026 -3.81843
C -4.23956 -0.10625 -4.50709
C -4.72124 -1.11288 -5.37562
C -5.92652 -0.96296 -5.99955
C -6.69924 0.19540 -5.78644
C -6.25694 1.18500 -4.95305
C -5.01629 1.06357 -4.28893
C -4.53548 2.06051 -3.40886
C -3.33183 1.93618 -2.78081
C -2.56548 0.77188 -2.98157
S -0.94254 0.53203 -2.24476
O -1.19496 0.18739 -0.76032
C -0.37047 2.23594 -2.31377
C 0.35581 2.76150 -1.25981
C 0.97769 3.99257 -1.40333
C 0.89036 4.70824 -2.59424
C 1.63290 5.99822 -2.77599
C 0.13994 4.16564 -3.63749
C -0.47609 2.93377 -3.51202
H -8.70824 -5.23836 -4.47672
H -9.39019 -3.60464 -4.37036
H -9.41490 -4.66841 -2.96993
H -6.52569 -5.75926 -3.46995
H -4.36852 -4.93875 -2.59660
H -5.99583 -0.98716 -2.30557
H -8.16092 -1.81454 -3.17655
H -1.88162 -4.53608 -2.46989
H -0.22476 -4.80749 -4.29812
H 1.07365 -3.86803 -6.14473
H 1.47908 -2.03148 -7.72998
H 0.16338 0.05401 -7.59126
H -1.56413 0.32457 -5.86255
H -4.12178 -2.00006 -5.53336
H -6.29398 -1.73734 -6.65857
H -7.65149 0.29457 -6.28938
H -6.86003 2.06832 -4.78621
H -5.13785 2.94622 -3.25174
H -2.95653 2.72090 -2.13721
H 0.44085 2.20174 -0.34386
H 1.55408 4.39342 -0.57715
H 1.86852 6.45708 -1.81699
H 1.06809 6.71064 -3.37522
H 2.57318 5.81520 -3.30020
H 0.05079 4.71095 -4.56785
H -1.02832 2.51820 -4.34605
N 1.51505 -0.96791 2.12684
S 2.68548 -0.61904 2.96979
N 2.40341 0.45351 4.15644
S 2.35543 2.00846 4.14340
N 1.51697 2.75734 3.06019
S 0.01514 2.35280 2.56576
N -0.08210 1.27122 1.56864
C -0.98528 2.03014 4.02375
C -1.78149 3.01141 4.59019
C -2.60172 2.66747 5.65580
C -2.60309 1.36829 6.14420
C -1.77994 0.40149 5.57900
C -0.96983 0.72681 4.50368
C -0.59583 3.87255 1.86952
C -1.70122 3.75731 1.03752
C -2.25592 4.90602 0.50173
C -1.70015 6.14594 0.79611
C -0.58212 6.24216 1.61396
C -0.02553 5.09927 2.16805
C 3.99259 2.67799 3.96744
C 4.23177 3.73627 3.10495
C 5.53426 4.17745 2.94270
C 6.56859 3.56185 3.63463
C 6.30827 2.51148 4.50712
C 5.01211 2.06008 4.67900
C 1.72807 2.40878 5.75669
C 1.50859 1.42394 6.70591
C 0.94902 1.78927 7.91960
C 0.62096 3.11558 8.16550
C 0.85138 4.09165 7.20278
C 1.40819 3.74092 5.98631
C 3.22349 -2.04265 3.88298
C 3.56581 -1.96301 5.22362
C 3.99078 -3.11188 5.87121
C 4.09364 -4.30711 5.17177
C 3.74617 -4.36990 3.82740
C 3.30060 -3.23460 3.17585
C 4.08870 -0.03540 2.01250
C 3.85718 1.01053 1.13093
C 4.90358 1.45665 0.34191
C 6.15353 0.85692 0.43291
C 6.36858 -0.18324 1.32599
C 5.33217 -0.63598 2.12865
H -1.78552 4.01909 4.19541
H -3.24948 3.41326 6.09534
H -3.25417 1.10686 6.96726
H -1.77872 -0.60923 5.96466
H -0.33901 -0.01020 4.02126
H -2.10127 2.77526 0.81616
H -3.12273 4.84543 -0.14161
H -2.14433 7.04605 0.39332
H -0.15276 7.21028 1.83175
H 0.84951 5.14668 2.80209
H 3.40857 4.18504 2.56676
H 5.74737 5.00023 2.27461
H 7.58614 3.90023 3.49482
H 7.11729 2.04569 5.05202
H 4.79667 1.23959 5.35189
H 1.75591 0.39533 6.48617
H 0.77108 1.03485 8.67323
H 0.18149 3.39142 9.11434
H 0.60102 5.12445 7.40039
H 1.59150 4.48102 5.21760
H 3.47560 -1.01914 5.74226
H 4.26285 -3.07419 6.91653
H 4.43800 -5.19860 5.67737
H 3.82777 -5.30429 3.29014
H 2.99583 -3.25379 2.13880
H 2.86946 1.44705 1.05633
H 4.73924 2.27330 -0.34854
H 6.96288 1.19781 -0.19844
H 7.34075 -0.65133 1.39369
H 5.49561 -1.45089 2.82180
N -1.48186 -1.28028 1.92760
H -2.10230 -0.64877 2.42520
H -1.12822 -2.00617 2.55391
H -2.04321 -1.81777 1.21682
F 4.10777 -3.53223 -2.57565
C 3.07534 -4.36046 -2.35360
C 2.42894 -4.30362 -1.18326
N 1.31215 -5.05361 -0.93022
C 0.64134 -4.97846 0.35340
C 0.38731 -3.58151 0.91620
O 0.18666 -3.51152 2.11733
O 0.39286 -2.57544 0.08032
C 0.83493 -5.98049 -1.86139
O -0.17004 -6.62253 -1.67467
N 1.59487 -6.07180 -3.00753
C 2.68177 -5.28554 -3.41155
O 3.16744 -5.38150 -4.50712
H 2.75670 -3.63248 -0.40210
H 1.19536 -5.53480 1.11258
H -0.32894 -5.46614 0.24588
H 1.29504 -6.78689 -3.65943
C 2.92162 0.52545 -2.66384
C 2.06509 -0.30088 -1.75048
N 1.70983 -1.49539 -2.18832
O 1.70695 0.16883 -0.63803
H 2.51843 0.49294 -3.67598
H 3.93128 0.11189 -2.68955
H 2.96362 1.55263 -2.31227
H 2.07359 -1.84974 -3.05841
H 1.15979 -2.10803 -1.58825
*
```



The highest total energy belongs to which entry? C78H58FN2O15P3Si



What is the molecular weight in the first record? 1403.33 g/mol